63
Properties=species:S:1:pos:R:3:forces:R:3 method="wB97M-V/def2-TZVPD" energy_ev=-71124.0751 homo_ev=-10.623 charge=+1
Lu 0.03771 -0.05813 -0.13244 0.9 -0.2 -1.3
C 0.57637 -3.36738 -0.50906 0.0 0.0 -0.1
N 1.36872 -2.13465 -0.71996 0.1 0.1 0.1
C 2.58690 -2.24676 0.13395 -0.1 -0.1 -0.1
C 3.14503 -0.93135 0.67829 0.0 0.1 0.0
C 2.47183 -0.39457 1.95433 0.0 0.1 -0.1
N 1.32490 0.47946 1.64792 0.2 -0.3 0.2
C 0.83805 1.21128 2.57844 -0.2 0.3 0.0
C -0.31054 2.11562 2.51389 0.4 -0.2 0.2
C -0.53170 2.87219 3.67559 0.0 0.1 0.1
C -1.53372 3.81295 3.74941 0.0 -0.1 -0.1
C -2.34106 4.01220 2.62969 0.0 0.0 -0.1
C -2.15364 3.27981 1.47244 -0.1 0.1 0.2
C -1.15534 2.31055 1.39664 0.2 -0.3 -0.5
O -1.00275 1.61149 0.27121 -0.4 1.1 0.7
C 1.70633 -2.02651 -2.16603 0.0 -0.1 0.1
C 0.76111 -1.16748 -3.01822 0.0 0.0 0.0
C -0.73512 -1.46720 -3.01256 0.0 0.0 0.1
N -1.28282 -1.20506 -1.67235 0.1 -0.1 -0.1
C -2.39807 -1.74742 -1.35022 -0.3 -0.1 0.2
C -2.98921 -1.82349 -0.02421 -0.1 0.0 -0.5
C -4.32087 -2.27039 0.04090 -0.1 0.0 0.0
C -4.95783 -2.45170 1.24396 0.1 0.0 0.0
C -4.23878 -2.21669 2.42074 0.0 0.0 0.1
C -2.92227 -1.80586 2.38744 -0.2 0.0 0.1
C -2.27441 -1.58912 1.16895 0.7 0.2 0.0
O -0.99997 -1.20728 1.15876 -1.0 -0.7 0.5
H 1.21975 -4.24398 -0.64145 0.0 0.0 0.0
H -0.23156 -3.42476 -1.23135 0.0 0.0 0.0
H 0.14955 -3.36753 0.49062 0.0 0.0 0.0
H 3.35728 -2.79101 -0.42217 0.0 0.0 0.0
H 2.31901 -2.88017 0.98052 0.0 0.0 0.0
H 3.11709 -0.14887 -0.08667 0.0 0.0 0.0
H 4.20326 -1.08755 0.89094 0.0 0.0 0.1
H 3.20170 0.15887 2.54721 0.0 0.0 0.0
H 2.12267 -1.23312 2.56242 0.0 0.0 0.0
H 1.32806 1.19192 3.55646 0.0 0.1 0.0
H 0.11618 2.70788 4.52993 0.0 0.0 0.0
H -1.68722 4.38674 4.65218 0.0 0.0 0.0
H -3.13305 4.75027 2.66427 0.0 0.0 0.0
H -2.78808 3.42153 0.60741 0.0 0.0 0.0
H 1.77961 -3.03713 -2.58296 0.0 0.0 0.0
H 2.70515 -1.59441 -2.24930 0.0 0.0 0.0
H 1.12362 -1.21980 -4.04669 0.0 0.0 0.0
H 0.88655 -0.11748 -2.73777 0.0 0.0 0.0
H -0.93315 -2.49963 -3.31289 0.0 0.0 0.0
H -1.21876 -0.81630 -3.74374 0.0 0.0 0.0
H -2.97230 -2.25025 -2.13536 0.0 -0.1 0.0
H -4.84659 -2.46666 -0.88767 0.0 0.0 0.0
H -5.98607 -2.78205 1.28142 0.0 0.0 0.0
H -4.71978 -2.36649 3.37967 0.0 0.0 0.0
H -2.36346 -1.62802 3.29673 0.0 0.0 0.0
C 2.67044 3.73312 -3.05794 0.1 0.1 -0.1
C 1.55727 3.96991 -2.27505 0.0 0.0 0.1
C 1.07552 2.95402 -1.46436 0.1 0.0 0.1
N 1.64496 1.74165 -1.39109 -0.3 -0.1 -0.3
C 2.72051 1.53124 -2.16508 0.1 0.0 0.2
C 3.26752 2.48220 -3.00091 0.0 0.0 0.0
H 3.06972 4.50602 -3.70282 0.0 0.0 0.0
H 1.05384 4.92676 -2.28225 0.0 0.0 0.0
H 0.19952 3.10379 -0.84927 0.0 0.0 0.0
H 3.17846 0.55113 -2.10316 0.0 0.0 0.0
H 4.14390 2.24364 -3.58733 0.0 0.0 0.0

63
Properties=species:S:1:pos:R:3:forces:R:3 method="wB97M-V/def2-TZVPD" e_above_lowest_kj_mol=219.5 energy_ev=-40666.3251 homo_ev=-8.150 charge=0
C 4.74714 1.80642 2.06606 -0.2 -0.2 -0.1
H 4.55079 1.90536 3.12934 0.0 0.0 0.1
H 4.67112 2.79008 1.60929 0.0 0.1 0.0
H 5.76707 1.45178 1.93664 0.1 0.0 0.0
C 3.78482 0.81315 1.40006 0.1 0.1 -0.1
N 2.36261 1.05225 1.55109 -0.2 0.1 0.0
C 1.91091 2.39808 1.26383 0.1 0.1 -0.2
C 2.15386 2.79702 -0.19483 -0.2 -0.2 0.2
C 1.59935 1.77425 -1.19024 0.3 0.4 -0.1
N 0.18332 1.56339 -1.01939 -0.1 -0.1 0.0
C -0.75425 2.50172 -1.28689 0.0 0.2 -0.1
O -0.56870 3.61449 -1.72997 -0.1 0.2 -0.1
C -2.04711 1.84987 -0.91257 0.0 -1.2 0.5
C -1.81531 0.59578 -0.44987 0.0 0.7 -0.2
C -2.89118 -0.28075 -0.03422 0.0 0.0 0.0
O -2.75581 -1.42323 0.37352 0.0 0.2 0.0
C -4.20250 0.38828 -0.16531 -0.1 0.2 -0.1
C -5.36980 -0.29277 0.19378 0.0 0.1 0.0
C -6.60199 0.30704 0.07919 0.0 -0.1 0.1
C -6.69696 1.61100 -0.40148 0.1 0.1 0.0
C -5.56456 2.30556 -0.76319 0.3 0.1 -0.1
C -4.31166 1.70090 -0.64823 -0.6 -0.6 0.3
O -3.23391 2.44022 -1.02411 0.3 0.4 -0.2
H -5.61425 3.31549 -1.13822 0.0 0.1 0.0
H -7.66378 2.08229 -0.49212 -0.1 0.1 0.0
H -7.49546 -0.22883 0.36029 -0.1 -0.1 0.0
H -5.26227 -1.30182 0.56227 0.0 -0.1 0.0
C -0.34596 0.31248 -0.52263 -0.1 -0.4 0.2
C -0.06248 -0.84699 -1.45415 0.2 -0.2 0.2
C -0.35034 -0.73700 -2.80836 0.1 -0.1 0.0
C -0.12814 -1.80783 -3.64697 -0.1 0.2 0.0
C 0.38386 -2.99394 -3.14659 0.1 -0.3 0.1
C 0.68824 -3.11840 -1.79820 0.0 0.1 0.1
C 0.45982 -2.02742 -0.93462 -0.1 0.0 -0.1
O 0.79077 -2.07727 0.39464 0.2 0.1 -0.4
C 0.05670 -3.00988 1.17635 -0.3 -0.3 0.2
H -1.01417 -2.80117 1.10736 0.1 0.0 0.0
H 0.39690 -2.86433 2.20005 0.0 0.0 0.0
H 0.25684 -4.03682 0.86532 0.0 0.1 0.0
O 1.21713 -4.23864 -1.22970 -0.1 0.4 0.2
C 1.48603 -5.34937 -2.04911 0.0 -0.2 -0.1
H 2.21315 -5.10628 -2.83028 0.0 0.0 0.0
H 0.57298 -5.74147 -2.50862 0.0 0.0 0.0
H 1.90857 -6.10471 -1.38810 0.0 0.0 -0.1
H 0.54829 -3.81827 -3.82180 0.0 -0.1 0.0
H -0.35436 -1.73014 -4.69936 0.0 0.0 -0.1
H -0.75136 0.18911 -3.19264 0.0 0.1 -0.1
H 0.08947 0.06855 0.45293 -0.1 0.1 -0.1
H 1.78038 2.13725 -2.20741 0.0 -0.1 0.1
H 2.08596 0.80829 -1.05545 0.0 0.0 -0.1
H 1.66984 3.75791 -0.37430 0.1 0.0 0.0
H 3.22047 2.91409 -0.38614 0.1 0.1 0.0
H 2.37651 3.15909 1.91226 -0.1 0.0 0.0
H 0.83412 2.42767 1.45526 0.0 0.0 0.1
C 1.73539 0.42793 2.69548 0.0 0.0 0.2
C 2.12306 0.94728 4.08658 -0.1 -0.1 -0.3
H 3.15120 0.69144 4.32837 0.1 0.0 0.1
H 2.00411 2.02707 4.14047 0.0 0.1 0.1
H 1.47696 0.49380 4.83474 0.0 0.0 0.1
H 1.95446 -0.64227 2.63712 -0.1 0.0 0.0
H 0.65304 0.54774 2.57808 0.0 -0.1 0.0
H 4.01046 0.79462 0.32750 0.1 -0.1 0.0
H 3.98061 -0.18916 1.78721 0.0 0.0 -0.1

62
Properties=species:S:1:pos:R:3:forces:R:3 method="wB97M-V/def2-TZVPD" e_above_lowest_kj_mol=119.0 energy_ev=-37504.9412 homo_ev=-8.019 charge=0
C -3.80466 3.89110 -5.90394 0.1 0.0 0.0
C -3.80684 2.94521 -4.74288 -0.1 -0.1 0.1
C -5.00740 2.49356 -4.20819 0.2 -0.1 0.1
C -5.00824 1.63011 -3.12530 0.0 0.0 0.0
C -3.78488 1.24957 -2.60402 -0.4 -0.1 0.1
N -2.63428 1.65969 -3.10733 0.2 -0.2 0.1
C -2.62450 2.48063 -4.15358 -0.1 0.1 -0.3
C -1.25805 2.89788 -4.62104 0.0 0.2 0.1
H -0.63168 2.00905 -4.71800 0.0 0.0 -0.1
H -1.30755 3.39951 -5.58462 0.0 0.0 0.0
C -0.60430 3.83150 -3.58747 0.2 0.1 -0.3
N -0.35489 3.12121 -2.36102 -0.3 -0.1 0.1
C 0.88793 2.95506 -1.85265 -0.2 0.1 0.1
O 1.85492 3.57740 -2.25729 0.3 0.1 0.0
C 0.97170 1.99206 -0.71864 0.3 -0.1 0.2
C 0.13327 0.88479 -0.59443 0.1 0.1 0.1
C 0.28178 0.01848 0.46526 0.1 -0.1 0.2
C 1.26677 0.22780 1.43600 -0.1 0.1 -0.3
C 2.11231 1.32691 1.30757 0.1 -0.2 0.3
C 1.96216 2.18686 0.23643 -0.2 0.1 -0.3
H 2.62122 3.03485 0.12530 0.1 0.1 0.0
H 2.88711 1.52486 2.03168 0.1 0.0 0.1
O 1.28755 -0.68429 2.43745 -0.2 0.0 -0.2
C 2.29951 -0.65010 3.43814 0.5 0.2 0.4
C 1.79805 -1.54785 4.58163 0.1 -0.1 -0.1
C 2.69587 -2.77474 4.78712 0.0 0.3 0.2
N 3.05034 -3.48775 3.57994 -0.2 0.0 -0.1
C 3.46992 -2.63421 2.47463 0.4 -0.1 -0.2
C 3.62964 -1.17466 2.88498 -0.4 -0.1 -0.1
H 4.40444 -1.06331 3.64319 0.0 0.1 0.0
H 3.92333 -0.59673 2.00703 0.1 0.0 0.1
H 2.73766 -2.66354 1.65748 0.1 0.0 0.0
H 4.42370 -3.01780 2.08623 -0.1 0.1 -0.1
C 2.16576 -4.56837 3.18167 0.2 0.0 0.0
C 0.83649 -4.13827 2.60385 0.2 -0.1 -0.3
N -0.12173 -3.83463 3.47115 0.1 -0.2 0.4
C -1.28430 -3.40766 3.01446 -0.3 0.1 -0.1
C -1.56646 -3.25130 1.66663 0.1 0.0 -0.1
C -0.57545 -3.57695 0.75474 0.0 0.0 0.1
C 0.64261 -4.03431 1.22830 -0.1 0.0 0.1
H 1.42693 -4.31837 0.54193 0.1 0.0 0.0
H -0.74811 -3.47932 -0.30830 0.0 0.0 -0.1
H -2.53084 -2.89075 1.34272 -0.1 0.0 0.0
H -2.02452 -3.17858 3.77124 -0.1 0.0 0.0
H 1.98320 -5.18349 4.06550 0.0 -0.1 -0.1
H 2.70487 -5.16864 2.44108 -0.1 -0.1 0.0
H 2.19502 -3.47108 5.46033 0.1 0.0 0.0
H 3.63087 -2.46157 5.26792 -0.1 0.0 0.1
H 0.79237 -1.87986 4.32540 0.1 0.1 0.1
H 1.74459 -0.98560 5.51408 0.0 0.0 0.0
H 2.42157 0.38245 3.79362 -0.1 -0.1 -0.1
H -0.35580 -0.84529 0.57433 -0.1 -0.1 0.0
H -0.62145 0.67560 -1.33891 -0.1 0.0 -0.1
H -1.10747 2.50648 -2.07512 0.3 0.0 0.1
H -1.26092 4.68904 -3.39493 0.1 0.0 -0.1
H 0.35814 4.19811 -3.95376 -0.2 0.0 0.0
H -3.71225 0.58929 -1.74928 -0.1 -0.1 0.1
H -5.93082 1.26978 -2.69829 -0.1 0.0 0.1
H -5.94261 2.82293 -4.63966 -0.1 0.0 0.0
H -3.25898 4.80122 -5.66018 0.0 0.1 -0.1
H -4.82330 4.16094 -6.17250 0.0 0.0 0.0
H -3.33147 3.43394 -6.77238 0.0 0.1 -0.1

64
Properties=species:S:1:pos:R:3:forces:R:3 method="wB97M-V/def2-TZVPD" spin_multiplicity=7 energy_ev=-70770.2927 homo_ev="-10.036 / -10.066" charge=+1
Tb -0.23661 0.10869 -0.03779 -0.6 0.3 1.0
C 0.71965 -2.71804 -1.39319 -1.0 0.7 -0.2
N -0.64699 -2.38344 -0.91449 -0.2 0.2 0.2
C -1.12880 -3.26252 0.19181 -0.7 -0.7 -0.6
C -1.61105 -2.53770 1.47705 -0.5 -0.4 -1.1
C -0.59815 -2.09266 2.50975 0.5 0.4 -0.1
N 0.08691 -0.81239 2.12375 1.2 -0.5 1.5
C 0.99995 -0.39552 2.98987 -0.5 -0.9 0.0
C 1.33174 0.95885 3.28695 -0.2 1.7 -1.3
C 1.66946 1.33220 4.62791 -0.1 0.4 -1.1
C 1.79318 2.65492 4.97733 0.4 0.3 -0.3
C 1.73298 3.63295 3.94848 -0.5 -0.5 0.5
C 1.36451 3.34778 2.65261 0.2 -1.0 0.4
C 1.09102 1.99061 2.27838 -0.1 0.4 0.7
O 0.62715 1.71976 1.07815 0.7 -0.1 0.7
C -1.61108 -2.30216 -2.06210 0.2 1.0 0.2
C -1.12818 -1.15123 -3.02350 0.3 -1.0 -0.1
C -1.85375 0.19349 -3.01519 1.7 0.4 -0.2
N -1.69903 0.77792 -1.67998 -1.0 0.2 -1.0
C -2.08350 2.02124 -1.56533 -0.3 0.0 0.9
C -2.67520 2.59208 -0.40050 1.3 0.4 0.3
C -3.30480 3.86997 -0.57800 0.4 -0.9 -0.3
C -3.99499 4.40490 0.46175 -0.9 1.1 0.7
C -3.85723 3.85709 1.77617 0.2 0.0 -1.4
C -3.10423 2.71074 1.95176 -0.4 -0.1 1.6
C -2.58058 1.93931 0.89767 -0.9 0.0 -1.6
O -2.14451 0.70831 1.02503 0.3 1.2 0.1
H 0.65377 -3.34564 -2.28840 0.2 -0.3 0.2
H 1.24979 -3.20827 -0.58128 0.3 0.1 -0.2
H 1.17336 -1.75854 -1.71778 0.2 -1.0 0.5
H -0.33541 -3.99555 0.38503 -0.2 0.1 0.3
H -1.98344 -3.84098 -0.24670 0.6 0.3 0.6
H -2.42584 -3.13483 1.95122 0.8 0.2 -0.2
H -2.13687 -1.63840 1.14290 -0.2 0.1 0.1
H 0.15733 -2.84933 2.76436 -0.3 -0.1 0.1
H -1.22668 -1.85938 3.37623 0.5 0.0 0.2
H 1.57924 -1.09484 3.65817 -1.2 0.1 -0.3
H 1.77877 0.58238 5.38102 0.0 -0.5 0.3
H 1.98674 2.95093 6.01720 0.0 -0.2 -0.6
H 1.91073 4.66112 4.20947 0.1 0.3 0.1
H 1.29884 4.16471 1.94996 -0.2 -0.2 -0.3
H -2.61542 -2.09849 -1.64560 0.5 0.1 -0.2
H -1.69224 -3.25886 -2.62963 0.3 0.4 0.5
H -1.13797 -1.57266 -4.01747 -0.3 0.0 -0.5
H -0.02957 -1.02242 -2.86354 -0.9 0.4 0.0
H -2.91443 0.10496 -3.25626 0.0 -0.2 0.1
H -1.38217 0.85798 -3.79339 -0.4 -0.5 0.5
H -1.93545 2.72954 -2.37757 -0.6 -0.2 -0.7
H -3.27250 4.34954 -1.57663 -0.2 -0.4 0.7
H -4.66035 5.28246 0.30024 0.8 -0.6 0.2
H -4.36263 4.39080 2.58772 0.4 -0.5 -0.1
H -2.96267 2.32985 2.96495 -0.1 0.0 -0.2
S 2.25773 0.73661 -1.48153 -0.1 -0.5 -0.1
C 2.98468 -0.63270 -2.20801 0.8 0.2 -0.8
N 3.95374 -1.29792 -1.50367 0.7 -0.3 -0.8
C 4.84986 -2.20889 -2.03911 -1.0 0.7 0.3
C 4.71291 -2.62543 -3.32646 0.1 -0.5 -0.3
C 3.68356 -2.04653 -4.09470 -1.0 0.8 1.1
C 2.83556 -1.06028 -3.56183 1.2 -0.5 -0.5
H 4.13218 -0.93202 -0.57519 -0.1 -0.1 0.0
H 5.62710 -2.52993 -1.37291 0.1 -0.2 0.2
H 5.36627 -3.40926 -3.74700 -0.4 0.7 0.3
H 3.51768 -2.37537 -5.10248 0.1 0.0 -0.4
H 2.20589 -0.50949 -4.26571 -0.1 -0.3 0.6